[1]
This record from the Open Molecules 2025 dataset describes 2 unconnected molecules or ions with the total composition C4H9NS. The level of theory is ωB97M-V/def2-TZVPD.

The geometry in ORCA input format:
```
! wB97M-V def2-TZVPD RIJCOSX def2/J DEFGRID3
* xyz 0 1
C 0.4809 1.4838 -0.1254
C 0.3506 0.0295 0.0550
C -0.7048 -0.6035 -1.0193
C -0.5528 -0.4075 1.1448
H 1.2133 1.8238 0.4871
H 0.4413 2.0079 -1.3159
H -0.5534 1.9658 0.3192
H 3.0463 0.0294 0.3537
H -0.7880 -0.0314 -2.0103
H -0.3803 -1.5211 -1.5115
H -1.6863 -2.3553 0.1114
H -0.2644 -1.2042 1.9062
H -0.9429 0.6941 1.6294
N -1.7237 -0.9473 0.0079
S 2.0643 -0.9639 -0.0323
*
```

Calculated values
Calculated total energy = -16613.5044 eV
HOMO energy = -0.337 Eh
Maximum force = 6.50 eV Å⁻¹

---

[2]
This record from the Open Molecules 2025 dataset describes a molecular structure, C4H88O41Pt. The level of theory is ωB97M-V/def2-TZVPD.

The geometry in ORCA input format:
```
! wB97M-V def2-TZVPD RIJCOSX def2/J DEFGRID3
* xyz 0 3
Pt -0.5236 1.4637 0.7599
C -3.0963 4.7276 0.0767
C -2.2485 3.4898 -0.2704
O -1.4213 3.1064 0.8411
H -3.6619 5.0155 -0.8325
H -2.4291 5.5046 0.4598
H -3.8796 4.5663 0.7956
H -1.5883 3.7163 -1.1200
H -2.8665 2.6402 -0.6117
C -0.0346 -0.7256 -1.5705
C 0.0258 -1.2470 -0.2163
O 0.4749 -0.2370 0.7061
H -1.0333 -0.1851 -1.6937
H -0.0568 -1.5375 -2.3233
H 0.7667 -0.0589 -1.7348
H 0.8496 -1.9939 -0.0428
H -1.0361 -1.6463 0.1733
O 2.8825 6.1740 -1.6656
H 3.4654 6.8333 -1.3691
H 2.6312 5.8081 -0.7975
O -3.3509 -0.6700 -0.7416
H -2.8230 -1.2976 -0.2756
H -3.7296 0.0000 -0.0473
O -4.5397 1.2177 -2.8961
H -4.8447 0.7781 -3.6882
H -4.0853 0.4624 -2.4090
O -2.2839 -3.9297 1.2754
H -2.3224 -4.1633 0.3267
H -2.8414 -4.5763 1.7600
O 1.8152 -4.7544 0.2924
H 1.7245 -5.7149 0.1092
H 1.4165 -4.6946 1.2146
O 0.5979 -1.2817 3.2866
H 0.5679 -0.7164 2.5027
H 0.1991 -0.8142 4.0477
O 0.8268 0.1753 -4.5423
H 0.8040 0.1250 -5.5018
H 1.8032 0.1826 -4.2717
O 0.2255 -4.0112 2.5464
H -0.5337 -3.9721 1.9242
H 0.3866 -3.0500 2.7918
O -1.1061 2.0652 -3.8100
H -0.5503 1.3021 -3.7933
H -1.9267 1.7386 -3.5075
O 6.0531 3.1012 -1.3917
H 6.5810 2.4839 -0.8741
H 5.9192 3.8542 -0.8353
O -1.1348 5.6724 2.6126
H -0.8685 6.4783 3.1133
H -0.4203 5.3957 1.9895
O 3.1449 0.6197 0.3920
H 3.3778 1.2807 -0.3633
H 2.1804 0.3905 0.4168
O -3.1781 -4.5528 -1.5005
H -3.9290 -4.1274 -1.8730
H -2.6415 -4.8533 -2.2239
O 2.3460 4.6534 0.7301
H 2.2198 3.6999 0.7004
H 3.2932 4.7016 0.9246
O 5.2334 -1.2080 1.6215
H 5.4276 -1.9141 0.9824
H 4.3566 -0.8698 1.3926
O -4.7461 1.0779 0.4719
H -5.3801 1.3807 -0.1674
H -4.3847 1.7930 0.9539
O -3.6179 2.5628 2.6093
H -3.8496 3.4881 2.7167
H -2.6901 2.4025 2.3474
O 0.7282 1.7927 2.8070
H 1.7324 1.7770 2.8653
H 0.3632 2.4562 3.4038
O 3.4488 1.6745 2.8683
H 3.4950 1.1561 2.0160
H 3.4033 1.0689 3.6340
O 3.4782 0.0048 -3.7390
H 3.7217 0.7413 -3.1555
H 3.5663 -0.8260 -3.2357
O 3.0309 -0.3161 4.7853
H 2.3339 -0.8448 4.3887
H 3.7541 -0.9139 5.0930
O -0.9012 3.2421 4.3492
H -0.8449 4.1423 4.0255
H -1.8230 3.1058 4.6892
O -3.3443 3.1586 6.7658
H -4.1370 3.2475 6.2372
H -3.6039 2.3791 7.2698
O 3.6463 1.9677 -1.7762
H 4.5161 2.4980 -1.7367
H 2.9933 2.6325 -1.9956
O -1.7101 -5.0791 -3.8265
H -1.4723 -4.1490 -3.9150
H -0.8414 -5.4338 -3.7265
O -2.2335 -0.6530 4.6826
H -2.3770 0.2178 4.2655
H -2.4075 -1.2690 3.9154
O 4.6864 4.1116 1.6171
H 5.4768 4.6123 1.7403
H 4.3710 3.7686 2.4945
O 4.2057 -1.2553 -1.3567
H 4.3906 -2.1306 -1.0330
H 3.5621 -0.8650 -0.7594
O -4.8119 -2.3017 -2.3227
H -5.6895 -1.9553 -2.6404
H -4.5469 -1.7175 -1.5419
O 7.1408 0.7925 0.0077
H 6.7447 0.1290 -0.6607
H 6.9364 0.5219 0.9036
O -4.2329 -2.9417 -4.7765
H -3.8010 -3.7166 -5.0145
H -4.3368 -3.0225 -3.7751
O -2.5385 -7.5151 -4.8249
H -2.5071 -6.6816 -4.3553
H -3.4609 -7.8030 -4.9372
O 4.3323 -3.9030 -0.4291
H 4.6340 -4.8163 -0.6508
H 3.3772 -4.0902 -0.2662
O 1.5754 3.6358 -2.3888
H 1.1820 3.3345 -3.2239
H 1.9023 4.5490 -2.4455
O -3.8033 -6.0444 3.0969
H -4.3982 -6.1830 3.8296
H -3.7445 -6.9103 2.7563
O -1.2649 -2.4390 -4.6935
H -2.1126 -2.1576 -4.4101
H -0.6189 -1.7104 -4.6680
O -2.7505 -1.5869 2.1267
H -2.6204 -2.5866 1.8284
H -3.6596 -1.3661 2.0105
O -5.2673 -0.1271 -5.2003
H -5.2108 0.2934 -6.0723
H -4.6915 -0.9333 -5.3732
O 5.4924 -1.3779 4.8201
H 6.3230 -1.8494 4.7059
H 5.2773 -0.8659 4.0243
*
```

Calculated values
Calculated total energy = -92774.1785 eV
HOMO energy (spin up / spin down) = -0.332 / -0.347 Eh
Maximum force = 3.63 eV Å⁻¹

---

[3]
This record from the Open Molecules 2025 dataset describes a single C5H7NO molecule. The level of theory is ωB97M-V/def2-TZVPD.

The geometry in ORCA input format:
```
! wB97M-V def2-TZVPD RIJCOSX def2/J DEFGRID3
* xyz 0 1
O 2.1400 -1.5341 0.3662
C 2.3610 -0.3538 -0.3320
C 1.1493 0.4966 -0.1931
C 0.0446 0.8935 0.1083
C -1.3958 1.0788 0.1893
C -2.0900 -0.0173 -0.5302
N -2.2123 0.1155 0.9174
H 2.0706 -1.2966 1.2961
H 3.2302 0.2153 0.0097
H 2.5258 -0.6335 -1.3819
H -1.7723 2.0949 0.1469
H -1.4294 -0.7627 -0.9339
H -2.9635 0.2640 -1.0925
H -1.6582 -0.5605 1.4297
*
```

Calculated values
Calculated total energy = -8832.5245 eV
HOMO energy = -0.335 Eh
SMILES = OCC#C[C@H]1CN1
Maximum force = 1.48 eV Å⁻¹

---

Which of these has the highest maximum force?
C4H9NS